Version A
2 unconnected molecules or ions with the total composition C6H9N3O, computed with the ωB97M-V functional and the def2-TZVPD basis.

Bonds (Å) are listed after each position.
Atoms and positions in Å:
1 N -2.72 1.37 1.70  C2 1.450, H10 1.016, H11 1.020
2 C -2.74 0.25 0.78  N1 1.450, C3 1.489, C5 1.515, H12 1.103
3 C -2.13 0.67 -0.51  C2 1.489, N4 1.158
4 N -1.73 0.96 -1.56  C3 1.158
5 C -2.10 -1.03 1.29  C2 1.515, C6 1.382, N9 1.368
6 C -1.25 -1.23 2.36  C5 1.382, C7 1.426, H13 1.088
7 C -0.97 -2.63 2.42  C6 1.426, C8 1.379, H14 1.088
8 C -1.66 -3.22 1.38  C7 1.379, N9 1.367, H15 1.086
9 N -2.34 -2.25 0.71  C5 1.368, C8 1.367, H16 1.012
10 H -3.23 1.13 2.54  N1 1.016
11 H -1.76 1.58 1.96  N1 1.020
12 H -3.80 0.02 0.54  C2 1.103
13 H -0.89 -0.47 3.04  C6 1.088
14 H -0.36 -3.15 3.15  C7 1.088
15 H -1.71 -4.26 1.06  C8 1.086
16 H -2.95 -2.41 -0.08  N9 1.012
17 O 1.04 2.41 -1.21  H18 0.963, H19 0.972
18 H 0.95 1.85 -0.43  O17 0.963
19 H 0.48 2.00 -1.89  O17 0.972

## Properties
- LUMO level (eV) = 0.516
- gap between HOMO and LUMO (eV) = 9.37
- HOMO (eV) = -8.85



Version B
C6H9N3O in the gas phase, computed with the ωB97M-V functional and the def2-TZVPD basis.

Bonds (Å) are listed after each position.
Atoms and positions in Å:
1 C 0.57 -1.07 -1.14  C5 1.347, N7 1.224
2 C -1.41 -0.39 -0.37  C6 1.475, N7 1.434, N8 1.244
3 C -0.16 1.62 -0.52  C4 1.523, N8 1.452, H11 1.140, H12 1.059
4 C 1.22 1.53 0.11  C3 1.523, O10 1.386, H13 1.124, H14 1.087
5 C 1.65 -0.80 -0.37  C1 1.347, N9 1.428, O10 1.443
6 C -2.52 -1.09 0.28  C2 1.475, H15 1.054, H16 1.056, H17 1.061
7 N -0.63 -1.08 -1.36  C1 1.224, C2 1.434
8 N -1.18 0.76 0.06  C2 1.244, C3 1.452
9 N 2.67 -1.63 0.18  C5 1.428, H18 1.089, H19 1.034
10 O 2.11 0.57 -0.33  C4 1.386, C5 1.443
11 H -0.48 2.61 -0.04  C3 1.140
12 H -0.04 1.67 -1.57  C3 1.059
13 H 1.83 2.44 -0.16  C4 1.124
14 H 1.10 1.50 1.19  C4 1.087
15 H -2.85 -0.52 1.10  C6 1.054
16 H -2.11 -2.05 0.44  C6 1.056
17 H -3.24 -1.18 -0.49  C6 1.061
18 H 2.68 -2.71 0.04  N9 1.089
19 H 3.63 -1.25 0.06  N9 1.034

## Properties
- LUMO level (eV) = 0.387
- gap between HOMO and LUMO (eV) = 8.25
- HOMO (eV) = -7.86



Version C
C6H9N3O in the gas phase, computed with the ωB97M-V functional and the def2-TZVPD basis.

Bonds (Å) are listed after each position.
Atoms and positions in Å:
1 C 2.58 -0.94 -0.35  N7 1.374, N8 1.294, H11 1.128
2 C 1.54 0.06 1.23  N7 1.356, N9 1.368, H12 1.058
3 C -1.22 -1.46 0.00  C4 1.760, O10 1.235, H13 1.093
4 C -0.63 0.20 -0.12  C3 1.760, C5 1.470, C6 1.586, N9 1.461
5 C -0.91 0.74 -1.46  C4 1.470, H14 1.153, H15 1.021, H16 1.102
6 C -1.30 0.97 1.10  C4 1.586, H17 1.049, H18 1.094, H19 1.149
7 N 2.70 -0.58 0.97  C1 1.374, C2 1.356
8 N 1.41 -0.65 -0.82  C1 1.294, N9 1.288
9 N 0.81 0.05 0.07  C2 1.368, C4 1.461, N8 1.288
10 O -1.48 -2.32 0.84  C3 1.235
11 H 3.31 -1.41 -1.08  C1 1.128
12 H 1.49 0.63 2.12  C2 1.058
13 H -1.52 -1.61 -1.04  C3 1.093
14 H -0.14 1.60 -1.49  C5 1.153
15 H -1.82 1.13 -1.69  C5 1.021
16 H -0.63 0.08 -2.29  C5 1.102
17 H -1.02 0.45 1.97  C6 1.049
18 H -2.33 1.06 0.74  C6 1.094
19 H -0.83 1.99 1.30  C6 1.149

## Properties
- LUMO level (eV) = 0.564
- gap between HOMO and LUMO (eV) = 10.01
- HOMO (eV) = -9.44



The calculated energies rank the structures as follows, beginning with the most stable: version A, version C, version B.



Version A
2 unconnected molecules or ions with the total composition C4H4N2, computed with the ωB97M-V functional and the def2-TZVPD basis.

Bonds (Å) are listed after each position.
Atoms and positions in Å:
1 C 0.92 0.90 -0.03  C2 1.245, C6 1.881, H7 1.077
2 C 1.66 -0.08 -0.21  C1 1.245, H8 1.068
3 N 0.59 -1.96 -0.08  N4 1.124
4 N -0.50 -1.98 0.18  N3 1.124
5 C -1.66 -0.15 0.21  C6 1.245, H9 1.068
6 C -0.96 0.86 -0.03  C1 1.881, C5 1.245, H10 1.077
7 H 1.04 1.96 0.13  C1 1.077
8 H 2.56 -0.65 -0.33  C2 1.068
9 H -2.52 -0.75 0.38  C5 1.068
10 H -1.14 1.90 -0.25  C6 1.077

## Properties
- LUMO level (eV) = 0.359
- gap between HOMO and LUMO (eV) = 8.29
- HOMO (eV) = -7.93



Version B
C4H4N2 in the gas phase, computed with the ωB97M-V functional and the def2-TZVPD basis.

Bonds (Å) are listed after each position.
Atoms and positions in Å:
1 N -0.61 0.52 1.35  C2 1.407, H7 1.017, H8 1.013
2 C 0.14 -0.03 0.29  N1 1.407, C3 1.434, C5 1.437
3 C -0.31 0.08 -1.06  C2 1.434, C4 1.210
4 C -0.75 0.25 -2.18  C3 1.210, H10 1.071
5 C 1.43 -0.59 0.57  C2 1.437, N6 1.185, H9 1.217
6 N 2.52 -1.02 0.76  C5 1.185
7 H -0.37 1.48 1.58  N1 1.017
8 H -1.61 0.45 1.19  N1 1.013
9 H 0.65 -1.52 0.69  C5 1.217
10 H -1.11 0.39 -3.18  C4 1.071

## Properties
- LUMO level (alpha / beta) (eV) = -0.234 / -0.234
- gap between HOMO and LUMO (alpha / beta) (eV) = 8.03 / 8.03
- HOMO (alpha / beta) (eV) = -8.26 / -8.27



Version C
C4H4N2 in the gas phase, computed with the ωB97M-V functional and the def2-TZVPD basis.

Bonds (Å) are listed after each position.
Atoms and positions in Å:
1 C -2.10 -0.82 0.98  H5 1.152, H6 1.211, N9 1.262
2 C 0.42 -0.11 -1.03  C3 1.457, H7 1.173, N10 1.251
3 C 1.38 0.83 -0.47  C2 1.457, C4 1.261
4 C 2.37 1.34 0.13  C3 1.261, H8 1.100
5 H -2.55 -0.65 2.02  C1 1.152
6 H -2.52 -1.81 0.43  C1 1.211
7 H 0.60 -0.66 -2.05  C2 1.173
8 H 3.34 1.75 0.45  C4 1.100
9 N -1.00 -0.24 0.76  C1 1.262, N10 1.401
10 N -0.61 -0.62 -0.54  C2 1.251, N9 1.401

## Properties
- LUMO level (eV) = 0.087
- gap between HOMO and LUMO (eV) = 9.68
- HOMO (eV) = -9.60



The calculated energies rank the structures as follows, beginning with the most stable: version C, version B, version A.



Version A
2 unconnected molecules or ions with the total composition C4H4N2, computed with the ωB97M-V functional and the def2-TZVPD basis.

Bonds (Å) are listed after each position.
Atoms and positions in Å:
1 C -0.99 -0.17 0.13  C2 1.276, C6 1.425
2 C 0.04 0.58 0.11  C1 1.276, N3 1.259
3 N 1.29 0.71 0.04  C2 1.259, C4 1.379
4 C 1.74 -0.59 -0.09  N3 1.379, N5 1.318, H9 1.084
5 N 0.95 -1.64 -0.11  C4 1.318, C6 1.349
6 C -0.38 -1.45 -0.01  C1 1.425, N5 1.349, H10 1.089
7 H -2.19 2.47 0.14  H8 0.744
8 H -2.30 3.20 0.06  H7 0.744
9 H 2.82 -0.72 -0.17  C4 1.084
10 H -0.98 -2.36 -0.03  C6 1.089

## Properties
- LUMO level (eV) = -0.224
- gap between HOMO and LUMO (eV) = 9.91
- HOMO (eV) = -10.13



Version B
C4H4N2 in the gas phase, computed with the ωB97M-V functional and the def2-TZVPD basis.

Bonds (Å) are listed after each position.
Atoms and positions in Å:
1 C 1.14 0.68 0.02  C2 1.393, N6 1.333, H7 1.088
2 C 1.11 -0.70 -0.20  C1 1.393, N3 1.332, H8 1.088
3 N -0.03 -1.39 -0.14  C2 1.332, C4 1.331
4 C -1.13 -0.68 0.06  N3 1.331, C5 1.394, H9 1.087
5 C -1.12 0.71 0.09  C4 1.394, N6 1.332, H10 1.088
6 N 0.02 1.40 0.10  C1 1.333, C5 1.332
7 H 2.08 1.21 0.14  C1 1.088
8 H 2.02 -1.26 -0.40  C2 1.088
9 H -2.05 -1.25 0.24  C4 1.087
10 H -2.05 1.28 0.09  C5 1.088

## Properties
- LUMO level (eV) = 0.512
- gap between HOMO and LUMO (eV) = 10.29
- HOMO (eV) = -9.77



The calculated energies rank the structures as follows, beginning with the most stable: version B, version A.



Version A
2 unconnected molecules or ions with the total composition C4H4N2, computed with the ωB97M-V functional and the def2-TZVPD basis.

Bonds (Å) are listed after each position.
Atoms and positions in Å:
1 C 0.40 -0.24 0.64  C2 1.276, C6 1.425
2 C -0.22 -0.71 -0.37  C1 1.276, N3 1.258
3 N -1.02 -0.55 -1.33  C2 1.258, C4 1.379
4 C -1.38 0.78 -1.24  N3 1.379, N5 1.318, H9 1.085
5 N -0.92 1.59 -0.31  C4 1.318, C6 1.349
6 C -0.06 1.11 0.61  C1 1.425, N5 1.349, H10 1.089
7 H 2.26 -2.21 1.27  H8 0.746
8 H 2.71 -2.80 1.34  H7 0.746
9 H -2.07 1.14 -1.99  C4 1.085
10 H 0.28 1.83 1.36  C6 1.089

## Properties
- LUMO level (eV) = -0.252
- gap between HOMO and LUMO (eV) = 9.88
- HOMO (eV) = -10.14



Version B
C4H4N2 in the gas phase, computed with the ωB97M-V functional and the def2-TZVPD basis.

Bonds (Å) are listed after each position.
Atoms and positions in Å:
1 C -0.06 -0.23 -1.32  C2 1.399, N6 1.332, H7 1.087
2 C -0.98 0.59 -0.66  C1 1.399, N3 1.325, H8 1.085
3 N -0.77 0.99 0.59  C2 1.325, C4 1.330
4 C 0.19 0.35 1.25  N3 1.330, C5 1.390, H9 1.082
5 C 0.92 -0.68 0.67  C4 1.390, N6 1.334, H10 1.088
6 N 0.87 -0.90 -0.64  C1 1.332, C5 1.334
7 H -0.04 -0.31 -2.40  C1 1.087
8 H -1.95 0.88 -1.07  C2 1.085
9 H 0.29 0.64 2.29  C4 1.082
10 H 1.54 -1.34 1.27  C5 1.088

## Properties
- LUMO level (eV) = 0.535
- gap between HOMO and LUMO (eV) = 10.33
- HOMO (eV) = -9.79



Version C
C4H4N2 in the gas phase, computed with the ωB97M-V functional and the def2-TZVPD basis.

Bonds (Å) are listed after each position.
Atoms and positions in Å:
1 N -1.30 0.66 -1.00  C3 1.373, H7 1.009, H8 1.016
2 C 0.58 -0.08 0.72  C3 1.465, C4 1.661, C5 1.458, H9 1.108
3 C -0.54 -0.19 -0.23  N1 1.373, C2 1.465, C4 1.278
4 C -0.47 -1.32 0.36  C2 1.661, C3 1.278, H10 1.097
5 C 1.96 -0.08 0.25  C2 1.458, N6 1.159
6 N 3.04 0.00 -0.15  C5 1.159
7 H -0.67 1.26 -1.50  N1 1.009
8 H -1.89 1.21 -0.38  N1 1.016
9 H 0.45 0.71 1.49  C2 1.108
10 H -1.16 -2.16 0.45  C4 1.097

## Properties
- LUMO level (eV) = 0.599
- gap between HOMO and LUMO (eV) = 10.50
- HOMO (eV) = -9.90



The calculated energies rank the structures as follows, beginning with the most stable: version B, version C, version A.